A structure of composition C4H5LiO3Tb at a distorted geometry, computed with the ωB97M-V functional and the def2-TZVPD basis.

```
14
Properties=species:S:1:pos:R:3:lowdin_spin:R:1
Tb 1.255 -2.356 0.593 6.871
O -0.795 -1.115 -0.226 0.052
C -2.130 -1.459 -0.638 0.004
H -2.854 -1.106 0.103 0.000
H -2.306 -1.004 -1.618 0.000
H -2.133 -2.549 -0.694 0.001
C 2.601 1.410 0.377 0.001
C 1.344 1.150 0.003 0.006
O 0.808 0.001 0.714 0.052
C -0.498 0.148 0.059 0.010
O -1.256 1.092 0.014 0.000
Li -0.177 2.750 0.222 0.002
H 2.914 2.456 0.366 0.000
H 3.228 0.580 0.723 0.001
```

## Properties
Total charge: +2
Strongest force on any atom (eV/A): 3.83
Energy above the lowest of the compared OMol25 structures with the same formula, charge and spin (kJ/mol): 0.0
Spin multiplicity: 8
Gap between HOMO and LUMO (spin up / spin down) (eV): 7.1411 / 6.1080
Expectation value of S²: 15.770